Arrangement 1

Computed, not measured: 5 unconnected molecules or ions with the total composition H10O5, with ωB97M-V/def2-TZVPD.

Structure (ORCA input):
```
! wB97M-V def2-TZVPD RIJCOSX def2/J DEFGRID3
* xyz 0 1
O -16.624 -7.727 -9.881
H -17.216 -7.117 -9.442
H -16.625 -7.447 -10.796
O -13.970 -7.484 -0.130
H -13.433 -6.849 -0.605
H -14.554 -7.848 -0.795
O -17.667 -8.063 -3.584
H -17.634 -8.970 -3.888
H -18.073 -7.583 -4.307
O -16.492 -3.222 -1.752
H -17.081 -2.849 -1.097
H -16.712 -4.154 -1.770
O -19.468 -5.294 -7.047
H -19.578 -4.364 -7.248
H -20.217 -5.720 -7.464
*
```

Its SMILES is O.O.O.O.O. As for the highest occupied orbital energy: -11.398 eV.



Arrangement 2

Computed, not measured: 5 unconnected molecules or ions with the total composition H10O5, with ωB97M-V/def2-TZVPD.

Structure (ORCA input):
```
! wB97M-V def2-TZVPD RIJCOSX def2/J DEFGRID3
* xyz 0 1
O 1.701 -0.198 -0.662
H 2.155 0.547 -1.109
H 1.908 -0.237 0.304
O -0.745 1.695 0.430
H -1.293 0.945 0.708
H -0.813 1.448 -0.542
O -1.551 -0.380 -2.427
H -1.871 -1.020 -1.804
H -0.895 -0.878 -2.996
O -0.997 -1.054 0.392
H -0.396 -0.730 -0.319
H -0.523 -1.614 0.886
O 1.197 0.158 2.218
H 1.537 0.426 3.056
H 0.587 0.891 1.864
*
```

Its SMILES is O.O.O.O.O. As for the highest occupied orbital energy: -11.094 eV.



Which of them is least stable? Easy: arrangement 1.



Arrangement 1

Computed, not measured: 5 unconnected molecules or ions with the total composition H10O5, with ωB97M-V/def2-TZVPD.

Structure (ORCA input):
```
! wB97M-V def2-TZVPD RIJCOSX def2/J DEFGRID3
* xyz 0 1
O -0.520 0.454 -0.245
H -1.047 1.184 -0.650
H -0.019 0.989 0.424
O -5.234 -0.743 1.483
H -4.519 -0.366 1.993
H -5.538 -0.068 0.913
O 0.912 2.356 1.659
H 1.159 3.221 1.769
H 1.774 2.009 1.161
O 3.412 1.482 0.372
H 4.151 1.606 -0.181
H 3.148 0.600 0.264
O 0.657 -4.195 -2.624
H 1.280 -3.680 -3.199
H 0.386 -4.847 -3.139
*
```

Its SMILES is O.O.O.O.O. As for the highest occupied orbital energy: -10.951 eV.



Arrangement 2

Computed, not measured: a molecular structure, H10O5, with ωB97M-V/def2-TZVPD.

Structure (ORCA input):
```
! wB97M-V def2-TZVPD RIJCOSX def2/J DEFGRID3
* xyz 0 1
O -1.661 0.287 -2.028
H -1.374 1.082 -2.478
H -1.497 -0.416 -2.656
O 0.794 -1.169 1.304
H 1.216 -1.964 1.630
H -0.021 -1.476 0.907
O 2.501 -0.277 0.175
H 1.792 -0.872 0.418
H 2.363 -0.109 -0.757
O -0.675 0.211 0.090
H 0.106 -0.145 -0.333
H -1.345 0.200 -0.593
O -0.890 1.429 1.777
H -0.840 0.950 0.950
H -0.469 2.269 1.594
*
```

As for the highest occupied orbital energy: -9.126 eV.



Arrangement 3

Computed, not measured: 5 unconnected molecules or ions with the total composition H10O5, with ωB97M-V/def2-TZVPD.

Structure (ORCA input):
```
! wB97M-V def2-TZVPD RIJCOSX def2/J DEFGRID3
* xyz 0 1
O 5.229 -19.815 2.561
H 4.594 -20.197 3.166
H 4.702 -19.506 1.824
O 7.168 -17.532 2.392
H 6.853 -18.099 3.096
H 6.391 -17.348 1.865
O 2.675 -20.801 3.396
H 2.258 -19.952 3.541
H 2.147 -21.213 2.711
O 8.708 -21.393 2.219
H 7.769 -21.326 2.392
H 9.032 -22.003 2.881
O 4.514 -17.119 1.022
H 4.232 -16.839 1.893
H 3.724 -17.063 0.485
*
```

Its SMILES is O.O.O.O.O. As for the highest occupied orbital energy: -10.464 eV.



Arrangement 4

Computed, not measured: 5 unconnected molecules or ions with the total composition H10O5, with ωB97M-V/def2-TZVPD.

Structure (ORCA input):
```
! wB97M-V def2-TZVPD RIJCOSX def2/J DEFGRID3
* xyz 0 1
O -0.197 0.754 -3.238
H -0.394 0.758 -2.302
H -0.636 1.534 -3.579
O 1.753 -0.517 1.971
H 1.262 0.100 2.512
H 1.915 -1.265 2.546
O -0.893 -1.627 -2.102
H 0.049 -1.728 -2.242
H -1.108 -0.789 -2.509
O -0.389 1.121 3.146
H -0.886 0.699 3.847
H -1.022 1.238 2.438
O 0.153 0.180 -0.441
H -0.136 -0.732 -0.482
H 0.529 0.273 0.434
*
```

Its SMILES is O.O.O.O.O. As for the highest occupied orbital energy: -11.303 eV.



Which of them is least stable? Easy: arrangement 2.



Arrangement 1

Computed, not measured: 5 unconnected molecules or ions with the total composition H10O5, with ωB97M-V/def2-TZVPD.

Structure (ORCA input):
```
! wB97M-V def2-TZVPD RIJCOSX def2/J DEFGRID3
* xyz 0 1
O 0.630 0.581 0.482
H 0.506 1.405 -0.023
H 1.060 -0.016 -0.082
O 0.825 2.386 -3.778
H 0.697 2.592 -2.827
H 0.679 1.457 -3.752
O -2.441 0.906 4.247
H -3.330 1.179 4.303
H -1.989 1.636 3.815
O -0.492 -2.029 0.294
H -0.939 -2.556 0.872
H 0.184 -1.581 0.810
O 1.680 -2.285 -1.257
H 1.624 -2.287 -2.221
H 1.307 -1.388 -0.883
*
```

Its SMILES is O.O.O.O.O. As for the highest occupied orbital energy: -11.055 eV.



Arrangement 2

Computed, not measured: 5 unconnected molecules or ions with the total composition H10O5, with ωB97M-V/def2-TZVPD.

Structure (ORCA input):
```
! wB97M-V def2-TZVPD RIJCOSX def2/J DEFGRID3
* xyz 0 1
O 0.006 3.039 3.468
H 0.149 2.369 2.793
H 0.882 3.391 3.663
O 1.709 -0.189 -2.081
H 2.465 -0.097 -2.670
H 1.065 -0.713 -2.583
O -1.102 -2.281 1.907
H -1.532 -3.093 1.616
H -1.094 -1.698 1.135
O -1.111 -0.611 -2.968
H -1.502 0.231 -2.704
H -1.178 -1.165 -2.180
O 0.131 0.041 0.350
H 0.622 -0.063 -0.486
H 0.492 0.840 0.740
*
```

Its SMILES is O.O.O.O.O. As for the highest occupied orbital energy: -11.067 eV.



Which of them is least stable? Easy: arrangement 1.



Arrangement 1

Computed, not measured: 5 unconnected molecules or ions with the total composition H10O5, with ωB97M-V/def2-TZVPD.

Structure (ORCA input):
```
! wB97M-V def2-TZVPD RIJCOSX def2/J DEFGRID3
* xyz 0 1
O 4.960 7.227 7.857
H 4.306 7.745 8.390
H 4.460 6.323 7.878
O 4.163 4.695 7.012
H 3.862 4.674 6.054
H 3.737 3.954 7.497
O 3.397 4.492 4.416
H 3.890 3.668 4.263
H 4.048 5.209 4.270
O 4.974 6.818 3.806
H 4.364 7.570 3.723
H 5.696 7.041 4.418
O 6.953 7.223 5.796
H 6.619 7.752 6.543
H 7.403 6.435 6.117
*
```

Its SMILES is O.O.O.O.O. As for the highest occupied orbital energy: -11.074 eV.



Arrangement 2

Computed, not measured: 5 unconnected molecules or ions with the total composition H10O5, with ωB97M-V/def2-TZVPD.

Structure (ORCA input):
```
! wB97M-V def2-TZVPD RIJCOSX def2/J DEFGRID3
* xyz 0 1
O -2.208 -3.617 -1.322
H -1.589 -2.935 -1.620
H -2.981 -3.056 -1.334
O -1.090 -0.160 -1.726
H -1.122 -0.309 -2.679
H -0.823 0.767 -1.707
O -0.099 3.006 -0.626
H -0.872 2.892 -1.188
H -0.017 3.962 -0.543
O 2.452 1.719 4.333
H 2.642 2.637 4.531
H 2.523 1.210 5.143
O 1.391 -1.924 -0.533
H 0.932 -1.604 0.244
H 0.861 -2.589 -0.972
*
```

Its SMILES is O.O.O.O.O. As for the highest occupied orbital energy: -10.998 eV.



Arrangement 3

Computed, not measured: 5 unconnected molecules or ions with the total composition H10O5, with ωB97M-V/def2-TZVPD.

Structure (ORCA input):
```
! wB97M-V def2-TZVPD RIJCOSX def2/J DEFGRID3
* xyz 0 1
O 26.336 0.963 -8.646
H 26.267 0.164 -8.124
H 26.352 1.670 -8.001
O 23.015 3.125 -2.761
H 23.774 3.475 -2.295
H 22.783 2.331 -2.279
O 20.706 4.684 -3.200
H 21.488 4.287 -3.583
H 20.988 4.983 -2.335
O 24.209 3.056 -5.953
H 23.645 3.134 -5.184
H 24.058 2.167 -6.273
O 27.056 3.148 -6.666
H 27.317 4.029 -6.935
H 26.156 3.248 -6.357
*
```

Its SMILES is O.O.O.O.O. As for the highest occupied orbital energy: -11.018 eV.



Which of them is least stable? Easy: arrangement 2.



Arrangement 1

Computed, not measured: 2 unconnected molecules or ions with the total composition C7H14O, with ωB97M-V/def2-TZVPD.

Structure (ORCA input):
```
! wB97M-V def2-TZVPD RIJCOSX def2/J DEFGRID3
* xyz 0 1
C 0.358 1.273 1.400
C 0.548 0.397 0.229
C 1.306 -0.738 0.029
C 1.484 -1.147 -1.407
C 1.701 -1.716 1.065
H -0.704 1.235 1.486
H 0.538 2.292 1.246
H 0.716 0.902 2.323
H 0.438 1.029 -0.701
H 0.804 -0.555 -2.031
H 1.106 -2.254 -1.701
H 2.483 -0.988 -1.877
H 1.250 -1.287 2.022
H 2.789 -1.758 1.242
H 1.287 -2.739 1.128
C -2.487 1.452 -0.765
C -2.022 0.116 -0.340
O -2.072 -0.342 0.800
H -1.855 1.713 -1.563
H -2.633 2.208 0.063
H -3.430 1.343 -1.424
H -1.606 -0.435 -1.223
*
```

Its SMILES is CC=C(C)C.CC=O. As for the highest occupied orbital energy: -8.593 eV.



Arrangement 2

Computed, not measured: 2 unconnected molecules or ions with the total composition C7H14O, with ωB97M-V/def2-TZVPD.

Structure (ORCA input):
```
! wB97M-V def2-TZVPD RIJCOSX def2/J DEFGRID3
* xyz 0 1
C 1.306 0.320 0.091
C 1.699 -0.736 -0.903
C 1.399 1.731 -0.434
H 1.802 0.193 1.054
H -0.118 0.692 0.927
H 1.157 2.463 0.335
H 2.414 1.940 -0.790
H 1.679 -1.738 -0.475
H 2.721 -0.569 -1.258
H 1.046 -0.708 -1.780
H 0.712 1.879 -1.269
C -0.669 -1.452 1.330
C -0.668 -0.195 0.496
C -2.368 0.598 0.307
C -1.464 -0.204 -0.741
O -2.526 1.810 0.200
H -3.081 -0.028 0.873
H -1.692 -1.731 1.592
H -0.116 -1.317 2.258
H -0.251 -2.298 0.780
H -1.791 -1.178 -1.102
H -1.193 0.528 -1.493
*
```

As for the highest occupied orbital energy: -7.537 eV.



Arrangement 3

Computed, not measured: 2 unconnected molecules or ions with the total composition C7H14O, with ωB97M-V/def2-TZVPD.

Structure (ORCA input):
```
! wB97M-V def2-TZVPD RIJCOSX def2/J DEFGRID3
* xyz 0 1
C -2.188 -1.031 0.234
C -1.791 0.420 0.152
C -1.695 1.176 -0.960
C -1.421 2.681 -1.021
H -1.422 -1.646 0.707
H -3.045 -1.148 0.929
H -2.460 -1.400 -0.777
H -1.531 0.931 1.115
H -1.853 0.682 -1.925
H -1.316 3.075 0.033
H -2.145 3.345 -1.586
H -0.430 2.825 -1.566
C 2.160 -1.712 -1.035
C 1.817 -0.736 -0.173
C 1.964 -0.839 1.323
O 3.101 -0.017 1.707
H 1.976 -1.720 -2.105
H 2.609 -2.617 -0.647
H 1.347 0.193 -0.552
H 1.125 -0.406 1.850
H 2.045 -1.895 1.604
H 3.155 -0.158 2.693
*
```

Its SMILES is C/C=C/C.C=CCO. As for the highest occupied orbital energy: -9.131 eV.



Arrangement 4

Computed, not measured: 3 unconnected molecules or ions with the total composition C7H14O, with ωB97M-V/def2-TZVPD.

Structure (ORCA input):
```
! wB97M-V def2-TZVPD RIJCOSX def2/J DEFGRID3
* xyz 0 1
C -0.428 -0.166 -0.172
C 0.193 0.172 1.006
C 0.106 -1.189 -1.130
C -1.703 0.523 -0.561
C -1.252 -1.590 1.478
C 1.085 1.634 -0.767
C 2.304 1.993 -0.393
O 1.357 -0.271 1.462
H 1.822 -0.767 0.774
H -0.254 0.908 1.657
H 0.617 2.111 -1.632
H -0.647 -1.963 -1.296
H 0.333 -0.713 -2.084
H 1.014 -1.683 -0.780
H -2.039 1.220 0.206
H -1.548 1.080 -1.486
H -2.491 -0.210 -0.737
H -2.052 -1.948 0.837
H -1.624 -1.122 2.385
H -0.485 -2.335 1.667
H 2.895 2.749 -0.918
H 2.795 1.567 0.482
*
```

As for the highest occupied orbital energy (alpha / beta): -6.468 / -6.764 eV.



Which of them is least stable? Easy: arrangement 4.



Arrangement 1

Computed, not measured: C3H4Cl2N2 in the gas phase, with ωB97M-V/def2-TZVPD.

Structure (ORCA input):
```
! wB97M-V def2-TZVPD RIJCOSX def2/J DEFGRID3
* xyz 0 1
C -0.068 -1.192 0.139
C 0.952 -0.368 -0.584
C -1.256 0.622 0.800
N -0.963 -0.653 0.795
N 0.571 0.944 -0.865
Cl -2.278 1.288 -0.432
Cl 1.617 2.103 -0.159
H -0.033 -2.219 0.032
H 1.788 -0.638 -0.023
H 1.084 -1.031 -1.468
H -1.413 1.145 1.766
*
```

As for the highest occupied orbital energy (alpha / beta): -7.623 / -8.441 eV.



Arrangement 2

Computed, not measured: C3H4Cl2N2 in the gas phase, with ωB97M-V/def2-TZVPD.

Structure (ORCA input):
```
! wB97M-V def2-TZVPD RIJCOSX def2/J DEFGRID3
* xyz 0 1
C 0.805 -0.988 -0.701
C 0.936 0.450 -0.751
C -1.402 0.590 1.148
N -0.353 -1.422 0.313
N -0.969 -0.607 1.003
Cl 2.000 1.182 0.371
Cl -1.892 1.614 -0.211
H 0.467 -1.402 -1.670
H 1.734 -1.502 -0.195
H 0.510 1.129 -1.486
H -1.836 0.956 2.179
*
```

As for the highest occupied orbital energy (alpha / beta): -8.112 / -8.077 eV.



Which of them is least stable? Easy: arrangement 2.